# 1
{"formula": "C12H13O4PV", "method": "ωB97M-V/def2-TZVPD", "elements": ["V", "C", "O", "C", "O", "C", "O", "C", "O", "H", "H", "C", "P", "C", "C", "C", "C", "C", "C", "C", "H", "H", "H", "H", "H", "H", "H", "H", "H", "H", "H"], "positions_angstrom": [[-0.720, 0.619, -2.408], [-0.699, 2.326, -2.933], [-0.669, 3.521, -3.157], [-0.628, -0.632, -4.127], [-0.669, -1.329, -5.039], [-2.521, 0.125, -2.108], [-3.507, -0.397, -1.677], [1.268, 0.071, -2.144], [2.329, -0.295, -1.796], [-0.562, -2.762, -1.132], [-0.654, -3.054, -1.841], [-2.149, 0.283, 1.008], [-0.688, 0.647, 0.016], [-0.459, 2.450, 0.245], [0.585, -0.170, 1.116], [0.544, -1.557, 1.317], [1.515, -2.239, 2.006], [2.562, -1.532, 2.680], [2.529, -0.140, 2.594], [1.554, 0.510, 1.846], [-2.273, -0.796, 1.128], [-2.976, 0.742, 0.483], [-2.136, 0.730, 2.013], [-0.376, 2.596, 1.344], [0.533, 2.697, -0.161], [-1.278, 3.055, -0.198], [-0.247, -2.146, 0.781], [1.535, -3.309, 2.042], [3.297, -2.040, 3.274], [3.323, 0.445, 3.103], [1.640, 1.581, 1.725]], "atomic_forces_ev_per_a": [[2.54, -5.07, 0.86], [0.02, 13.23, -3.21], [-0.17, -8.28, 1.50], [-0.43, -2.66, -4.48], [0.26, 2.57, 3.51], [-9.65, -3.90, 3.53], [6.18, 3.36, -3.13], [7.43, -2.00, 2.51], [-6.06, 2.05, -2.20], [-0.10, -0.27, -0.89], [0.08, 0.34, 0.73], [-0.64, 0.03, -0.11], [0.79, 0.15, 3.29], [0.43, -0.08, 0.33], [0.22, -0.25, 0.13], [-1.26, -0.73, -1.91], [1.51, 0.77, 1.15], [-1.92, 0.43, -1.00], [0.79, -0.27, 0.65], [0.30, 0.94, -1.00], [-0.18, 0.15, -0.19], [-0.61, -0.20, 0.09], [0.55, -0.04, -0.38], [-0.32, 0.11, -0.61], [-0.36, 0.34, -0.09], [0.60, -0.35, 0.35], [0.80, 0.45, 0.73], [-0.30, -0.41, 0.03], [0.24, -0.19, -0.03], [-0.78, -0.33, -0.39], [0.05, 0.11, 0.21]], "nbo_charge": [0.3345, 0.4980, -0.2555, 0.5638, -0.2621, 0.5356, -0.2811, 0.5492, -0.2752, -0.0269, 0.0333, -0.9371, 0.9058, -0.9460, -0.2680, -0.2467, -0.1761, -0.1350, -0.1912, -0.2274, 0.2754, 0.2410, 0.2947, 0.2944, 0.2568, 0.2740, 0.2045, 0.2449, 0.2513, 0.2535, 0.2175], "spin_multiplicity": 4, "charge": 2, "e_tot_ha": -2050.62775, "homo_energy_ev": [-15.73, -15.72], "gap_ev": [5.2172, 5.0487]}

---

# 2
{"formula": "C12H14BCdCl3N6O2", "method": "ωB97M-V/def2-TZVPD", "elements": ["H", "N", "B", "N", "C", "Cd", "H", "C", "H", "C", "H", "C", "H", "H", "H", "N", "N", "N", "N", "C", "C", "H", "H", "C", "C", "C", "C", "H", "H", "H", "H", "H", "Cl", "C", "Cl", "Cl", "C", "O", "O"], "positions_angstrom": [[0.735, -3.268, 0.388], [-0.245, -1.566, -0.460], [-1.776, -0.039, -1.804], [-1.304, -1.444, -1.356], [-1.773, -2.668, -1.731], [1.039, 0.126, 0.334], [-2.587, -2.774, -2.435], [-0.981, -3.625, -1.039], [-1.083, -4.683, -1.108], [-0.039, -2.887, -0.257], [-2.682, -0.099, -2.562], [1.882, 2.009, 1.188], [2.685, 1.864, 1.889], [1.149, 2.650, 1.684], [2.273, 2.625, 0.383], [-0.554, 0.674, -2.449], [-2.165, 0.722, -0.511], [0.620, 0.792, -1.717], [-1.240, 0.849, 0.517], [-0.386, 1.215, -3.685], [-3.338, 1.308, -0.171], [-1.195, 1.208, -4.426], [-4.189, 1.311, -0.845], [0.905, 1.710, -3.731], [-3.163, 1.844, 1.096], [1.513, 1.454, -2.488], [-1.844, 1.551, 1.499], [1.367, 2.221, -4.591], [-3.915, 2.393, 1.652], [2.520, 1.703, -2.150], [-1.363, 1.830, 2.436], [2.691, -1.112, 0.925], [2.774, -2.710, 4.979], [2.564, -1.063, 4.152], [1.632, 0.044, 5.225], [4.138, -0.327, 4.004], [1.889, -1.176, 2.789], [2.737, -1.668, 1.785], [0.709, -0.995, 2.593]], "atomic_forces_ev_per_a": [[0.04, 0.17, 0.10], [-0.61, -1.98, -0.60], [0.73, 0.25, 0.81], [0.89, -0.90, 0.50], [2.17, 0.01, 1.82], [-1.58, 1.81, 0.18], [0.13, 0.07, 0.17], [-0.19, 1.44, -0.19], [0.00, -0.42, 0.03], [-2.06, 0.51, -1.81], [-0.28, -0.06, -0.24], [0.33, -0.41, -0.08], [0.45, -0.05, 0.35], [-0.39, -0.52, -0.03], [0.12, -0.14, -0.30], [1.36, 0.14, 0.17], [0.54, 0.20, 0.98], [-0.28, 1.09, -2.42], [-1.44, 0.82, 0.06], [0.13, -0.27, 0.98], [1.04, -0.08, 0.46], [0.53, 0.02, 0.52], [0.28, -0.02, 0.20], [0.78, 0.79, -1.08], [-0.52, 0.37, 0.28], [-1.73, -0.71, -0.35], [-0.59, -0.55, -1.45], [-0.34, -0.36, 0.64], [0.20, -0.13, -0.06], [-0.49, -0.19, 0.00], [0.06, -0.29, -0.48], [0.11, -1.07, 1.94], [-0.50, 1.22, -0.98], [0.30, 0.04, 1.62], [-0.07, -0.82, -0.52], [0.50, -0.02, -0.34], [-0.97, -1.50, -1.91], [-0.36, 1.46, 0.34], [1.70, 0.09, 0.69]], "nbo_charge": [0.2183, -0.4140, 0.5526, -0.3137, 0.0011, 1.4707, 0.2308, -0.3545, 0.2261, -0.0303, -0.0362, -1.1856, 0.1903, 0.2131, 0.2019, -0.3220, -0.3271, -0.4358, -0.4049, -0.0047, -0.0139, 0.2297, 0.2233, -0.3567, -0.3604, -0.0328, -0.0313, 0.2281, 0.2235, 0.2210, 0.2193, 0.4745, 0.0278, -0.1842, 0.0577, 0.0800, 0.7439, -0.7093, -0.5159], "spin_multiplicity": 1, "charge": 0, "e_tot_ha": -2517.85988, "homo_energy_ev": -8.77, "e_above_lowest_kj_mol": 93.11, "gap_ev": 8.1437}

---

# 3
{"formula": "C12H14Cl3N2", "method": "ωB97M-V/def2-TZVPD", "elements": ["Cl", "Cl", "C", "C", "Cl", "H", "H", "H", "H", "N", "C", "C", "C", "C", "C", "H", "H", "H", "H", "H", "N", "C", "C", "C", "C", "C", "H", "H", "H", "H", "H"], "positions_angstrom": [[2.149, -1.554, 2.421], [8.132, -0.083, 0.045], [7.422, -0.772, -1.411], [5.974, -0.648, -1.530], [5.330, -1.399, -3.054], [7.756, -1.809, -1.453], [7.764, -0.224, -2.289], [5.619, 0.374, -1.656], [5.477, -1.092, -0.667], [-1.399, -1.501, -1.863], [-1.854, -1.968, -3.056], [-1.571, -1.333, -4.273], [-0.742, -0.183, -4.337], [-0.320, 0.284, -3.107], [-0.648, -0.369, -1.932], [-2.262, -2.967, -3.021], [-1.952, -1.850, -5.141], [-0.311, 0.138, -5.274], [0.422, 1.069, -3.115], [-0.271, 0.058, -1.014], [-3.477, -0.079, 3.696], [-2.715, 1.044, 3.692], [-3.162, 2.330, 4.115], [-4.448, 2.482, 4.650], [-5.303, 1.393, 4.473], [-4.815, 0.171, 4.024], [-1.717, 0.957, 3.288], [-2.549, 3.218, 4.058], [-4.731, 3.451, 5.034], [-6.335, 1.551, 4.747], [-5.463, -0.689, 3.953]], "atomic_forces_ev_per_a": [[0.06, 0.09, -0.06], [-0.15, 0.32, 0.30], [1.35, -0.24, -1.56], [-2.54, 0.18, 0.62], [0.49, -0.16, 0.43], [-0.12, 0.10, -0.11], [0.90, -0.16, 0.17], [0.34, 0.02, 0.44], [-0.34, -0.08, -0.25], [0.40, 0.95, -1.16], [1.56, 1.20, 0.75], [0.15, -0.03, 0.09], [-0.93, -2.11, 0.80], [0.72, 0.14, -0.83], [-1.06, -0.79, 0.18], [-0.54, 0.09, -0.10], [0.14, 0.21, -0.38], [-0.32, 0.38, -0.05], [-0.09, 0.27, 0.39], [-0.03, -0.35, 0.33], [-1.86, 2.35, 0.42], [-1.04, 0.22, 0.07], [-0.60, -0.83, 0.47], [1.30, -0.77, -1.54], [0.05, 0.25, 0.58], [2.13, -0.13, -0.10], [0.19, -0.27, 0.13], [0.47, -0.24, 0.00], [-0.36, -0.08, 0.06], [-0.22, -0.48, -0.03], [-0.07, -0.05, -0.04]], "nbo_charge": [-0.9994, -0.0387, -0.4070, -0.3620, -0.0895, 0.2220, 0.2083, 0.2191, 0.2476, -0.3823, 0.0126, -0.2653, -0.1832, -0.2633, 0.0396, 0.1931, 0.2042, 0.2137, 0.2132, 0.2175, -0.3793, 0.0371, -0.2594, -0.1785, -0.2801, 0.0124, 0.2210, 0.2141, 0.2098, 0.2093, 0.1935], "spin_multiplicity": 1, "charge": -1, "e_tot_ha": -1955.77298, "homo_energy_ev": -3.46, "e_above_lowest_kj_mol": 161.41, "gap_ev": 6.1185}